No. 1
DFT (ωB97M-V with the def2-TZVPD basis set) results for a structure of composition C17H22N5O2RuS2.

Output
- total charge = +1
- LUMO level (spin up / spin down) (eV) = -4.74 / -4.73
- orbital gap (spin up / spin down) (eV) = 6.66 / 6.65
- F_max (Eh/bohr) = 0.0087

```
49
C17H22N5O2RuS2 ωB97M-V with the def2-TZVPD basis set
Ru 0.653 0.610 -0.138
C 3.747 -0.155 -4.392
S 2.944 -1.572 -3.624
C 2.170 -0.869 -2.277
S 2.242 0.724 -1.747
N 1.467 -1.797 -1.534
N 0.769 -1.251 -0.631
C 0.203 -2.157 0.386
C 0.841 -1.607 1.644
C 0.931 -2.281 2.844
C 1.530 -1.648 3.922
C 2.018 -0.358 3.772
C 1.886 0.266 2.548
N 1.315 -0.356 1.513
H 3.854 -0.401 -5.446
H 4.726 0.014 -3.950
H 3.129 0.733 -4.291
H 0.532 -3.173 0.167
H 0.541 -3.287 2.926
H 1.618 -2.159 4.871
H 2.491 0.165 4.589
H 2.230 1.275 2.369
C -0.535 6.039 -0.997
N -0.647 4.766 -0.285
C -1.614 4.563 0.644
C -1.806 3.384 1.283
C -0.921 2.334 0.923
O -0.941 1.131 1.330
N 0.081 2.568 0.034
C 0.236 3.745 -0.661
O 1.066 3.908 -1.526
H -0.996 6.818 -0.396
H -1.027 5.979 -1.967
H 0.515 6.267 -1.152
H -2.243 5.421 0.843
H -2.588 3.243 2.010
C -3.406 -2.650 -0.881
C -1.970 -3.068 -0.582
C -1.922 -4.493 -0.040
C -1.330 -2.080 0.395
H -3.877 -3.345 -1.577
H -3.448 -1.651 -1.317
H -4.002 -2.643 0.035
H -1.399 -3.034 -1.519
H -2.494 -4.565 0.888
H -0.904 -4.832 0.166
H -2.355 -5.194 -0.754
H -1.679 -2.274 1.414
H -1.627 -1.054 0.166
```

Atomic partial charges in e from the Mulliken method, atoms 1 to 6: 0.279 -0.854 0.058 0.413 -0.172 -1.246

No. 2
DFT (ωB97M-V with the def2-TZVPD basis set) results for a structure of composition C15H52AgF2NO19S2.

Output
- total charge = -3
- LUMO level (spin up / spin down) (eV) = 5.14 / 5.14
- orbital gap (spin up / spin down) (eV) = 2.25 / 2.25
- F_max (Eh/bohr) = 0.0835
- <S²> = 0.760
- multiplicity = 2

```
92
C15H52AgF2NO19S2 ωB97M-V with the def2-TZVPD basis set
Ag 0.981 -2.988 0.166
O 3.296 -2.688 0.154
C 3.907 -2.525 -1.089
C 5.172 -3.326 -1.448
O 6.226 -3.226 -0.688
H 4.106 -1.432 -1.296
H 3.146 -2.812 -1.894
H 5.481 -2.967 -2.496
H 4.908 -4.427 -1.575
O 5.452 -0.756 3.391
C 4.544 -0.281 4.128
C 3.104 -0.976 3.975
O 3.016 -2.244 3.872
H 4.415 0.805 3.899
H 4.812 -0.361 5.212
H 2.679 -0.531 3.041
H 2.477 -0.533 4.821
N 0.274 -0.862 0.278
S 0.913 0.634 0.238
O 0.780 1.431 1.414
O 0.827 1.288 -1.030
F 2.428 0.297 0.312
S -1.314 -0.369 0.352
O -1.783 0.115 -0.897
O -1.780 0.170 1.567
F -1.936 -1.831 0.335
C -1.856 -4.099 -1.609
O -0.870 -4.241 -0.579
H -1.965 -3.058 -1.901
H -1.624 -4.680 -2.514
H -2.844 -4.440 -1.264
H -1.049 -5.089 -0.165
C -0.714 3.121 -2.978
O -1.043 4.376 -3.665
H -1.075 3.126 -1.946
H -1.210 2.276 -3.482
H 0.343 2.905 -2.984
H -1.977 4.538 -3.533
C -5.054 0.534 0.588
O -4.557 1.026 -0.635
H -4.307 -0.074 1.117
H -5.343 1.338 1.287
H -5.939 -0.084 0.407
H -3.945 1.792 -0.488
C -2.145 4.718 3.552
O -2.391 3.419 3.084
H -2.979 5.012 4.198
H -1.206 4.750 4.109
H -2.055 5.364 2.685
H -2.201 2.781 3.811
C -4.324 -4.418 1.804
O -4.615 -5.312 0.720
H -5.249 -3.924 2.078
H -3.939 -5.000 2.651
H -3.556 -3.677 1.562
H -3.832 -5.851 0.580
C 0.985 -1.612 -3.158
O 1.196 -2.702 -2.245
H 0.396 -0.842 -2.669
H 1.938 -1.167 -3.486
H 0.490 -1.943 -4.091
H 1.824 -3.305 -2.665
C -0.249 -0.356 4.663
O -1.640 -0.162 4.333
H -0.130 -0.201 5.742
H 0.024 -1.411 4.541
H 0.441 0.269 4.100
H -1.648 -0.118 3.355
C -2.536 4.436 0.030
O -3.009 3.151 0.377
H -2.757 4.591 -1.022
H -3.096 5.189 0.605
H -1.472 4.505 0.262
H -2.809 3.054 1.338
C 5.297 1.841 -0.347
O 6.256 2.450 0.579
H 5.863 1.649 -1.269
H 4.906 0.899 0.039
H 4.405 2.462 -0.500
H 6.161 3.400 0.514
C -4.407 -0.710 -3.228
O -3.081 -1.056 -3.009
H -4.532 0.307 -3.619
H -4.817 -1.429 -3.942
H -4.964 -0.787 -2.289
H -2.733 -0.661 -2.170
C 3.279 2.396 -3.427
O 3.868 2.162 -4.714
H 2.718 1.535 -3.050
H 4.074 2.667 -2.737
H 2.539 3.191 -3.509
H 4.616 1.575 -4.567
```

Atomic partial charges in e from the Mulliken method, atoms 1 to 6: 0.535 -0.728 1.630 -0.895 -0.862 -0.402

No. 3
DFT (ωB97M-V with the def2-TZVPD basis set) results for a structure of composition AsF6H20O10.

Output
- total charge = -1
- LUMO level (eV) = 1.99
- orbital gap (eV) = 11.07
- F_max (Eh/bohr) = 0.0540

```
37
AsF6H20O10 ωB97M-V with the def2-TZVPD basis set
As -10.849 4.849 -13.500
F -11.769 3.319 -13.426
F -10.567 4.827 -11.701
F -9.941 6.399 -13.550
F -11.217 5.001 -15.203
F -12.313 5.755 -13.141
F -9.238 3.910 -13.765
O -11.419 0.229 -10.533
H -11.891 1.039 -10.337
H -11.788 -0.069 -11.364
O -6.194 1.019 -15.030
H -6.899 1.529 -15.429
H -6.596 0.611 -14.264
O -6.933 0.403 -11.184
H -6.735 0.316 -10.252
H -7.588 1.100 -11.227
O -16.884 7.356 -14.469
H -17.286 6.494 -14.579
H -16.006 7.170 -14.136
O -13.133 3.277 -9.197
H -12.424 3.920 -9.219
H -13.914 3.789 -8.983
O -12.726 8.902 -9.637
H -13.423 9.104 -9.013
H -12.652 7.948 -9.613
O -5.449 5.367 -13.249
H -6.251 4.859 -13.134
H -4.743 4.749 -13.057
O -8.520 10.038 -12.160
H -8.819 9.217 -12.552
H -7.713 9.805 -11.702
O -14.422 1.351 -16.401
H -13.580 1.434 -15.952
H -14.710 2.253 -16.539
O -15.919 3.295 -12.335
H -16.281 3.767 -11.586
H -14.971 3.374 -12.233
```

Atomic partial charges in e from the Mulliken method, atoms 1 to 6: 2.082 -0.517 -0.512 -0.510 -0.476 -0.505

Let's list energy relative to the best compared isomer or geometry (same formula, charge and spin) in order: 0.00 0.00 43.19 kcal per mole.